The following is a DFT calculation (ωB97M-V with the def2-TZVPD basis set) of a cluster of 9 separate species, C41H55Cl2FIN12O2 in total.

```
114
Properties=species:S:1:pos:R:3:forces:R:3:mulliken_charge:R:1
C -1.953105 0.235525 2.206953 -0.3 -0.3 -0.5 -0.98
C -1.181825 1.241115 1.123952 0.7 -0.6 1.4 -0.04
Cl -2.418902 1.592549 -0.259690 1.8 -0.2 1.2 -0.16
C 0.189165 0.501331 0.517265 -1.4 0.4 0.1 -0.48
Cl 1.332241 0.344144 2.015357 -1.3 0.1 -1.8 -0.18
N 0.826502 1.378557 -0.547587 1.3 -0.2 -0.6 0.07
C 2.081806 1.117596 -1.109527 4.4 -1.1 -1.8 0.00
N 3.015083 -0.069873 -0.813515 0.9 3.7 -3.4 -0.13
C 4.251893 0.081599 -1.670571 -5.9 3.8 0.7 0.00
C 5.602212 -0.838436 -1.839111 -0.5 0.8 -0.9 -0.27
O 6.700295 -0.090157 -1.152934 -4.3 -3.5 2.4 -0.10
O 7.405309 0.516102 -2.073253 3.3 3.5 -3.8 -0.43
N 3.972148 1.379905 -2.393963 1.8 -4.8 2.2 0.33
F 4.947087 1.815731 -3.226119 -1.2 0.8 0.0 -0.24
N 2.766460 2.017246 -2.155755 -2.3 -2.9 3.4 0.28
C 2.157133 3.302486 -2.660770 -1.3 1.0 -0.6 -0.16
C 2.648226 3.781365 -4.147946 0.9 1.3 0.0 -0.61
C 1.398401 4.361276 -5.053519 -0.1 1.0 1.5 -0.82
I 1.115270 2.967938 -6.716261 -0.1 0.8 0.7 0.06
H -1.858726 0.612931 3.316577 0.0 -0.8 -2.4 0.24
H -1.562489 -0.888197 2.110054 -0.7 2.6 0.2 0.21
H -3.091813 0.224103 1.909895 2.3 0.1 0.7 0.37
H -0.855438 2.243005 1.680501 -0.9 -2.1 -1.6 0.44
H -0.121724 -0.540803 0.073982 1.1 1.9 1.0 0.37
H 0.293241 2.232129 -0.877321 1.0 -1.5 0.7 0.30
H 5.798437 -0.949943 -3.009208 -0.2 0.5 2.6 0.25
H 5.465073 -1.928182 -1.430563 0.1 2.4 -0.3 0.40
H 7.598013 1.472555 -1.818754 -0.8 -1.7 0.2 0.34
H 0.983459 3.101582 -2.750336 2.6 0.0 0.2 0.08
H 2.254398 4.137856 -1.821591 0.2 -1.7 -1.9 0.25
H 3.228988 2.959536 -4.764564 -1.3 1.6 1.6 0.32
H 3.405714 4.687109 -3.969953 -1.6 -2.1 -0.4 0.31
H 1.599639 5.471676 -5.430080 -0.3 -2.7 0.6 0.41
H 0.398430 4.423522 -4.406418 2.2 -0.3 -1.5 0.37
N 3.370145 -2.487451 2.301015 0.0 0.1 -0.2 0.19
C 4.597690 -2.888171 1.841567 0.1 -0.1 0.0 -0.58
C 4.917446 -4.075386 2.461629 0.1 0.2 -0.3 -0.57
C 3.842219 -4.405281 3.320871 -0.4 0.1 0.1 -0.60
C 2.899367 -3.409154 3.199646 0.1 -0.1 0.3 -0.58
H 2.886849 -1.644117 2.020222 0.2 -0.2 0.1 0.16
H 5.137842 -2.295012 1.115887 0.0 -0.1 0.2 0.45
H 5.826341 -4.643172 2.310444 -0.2 0.1 0.0 0.42
H 3.763820 -5.276097 3.958850 0.0 0.2 -0.1 0.44
H 1.936909 -3.276995 3.675641 0.2 0.0 0.0 0.62
N -1.315144 -0.093860 -2.989913 0.1 0.0 0.1 0.36
C -2.276265 -1.061166 -2.851699 -0.2 -0.1 0.0 -0.42
C -2.558264 -1.562807 -4.102712 -0.1 0.0 0.4 -0.68
C -1.733918 -0.878027 -5.027250 0.3 0.3 -0.1 -0.58
C -0.974480 0.021101 -4.312575 0.1 0.0 -0.2 -0.24
H -0.918611 0.449445 -2.234126 -0.3 -0.3 -0.3 0.11
H -2.677313 -1.307956 -1.877806 0.0 0.0 -0.2 0.43
H -3.278902 -2.339014 -4.325227 0.1 0.1 0.1 0.42
H -1.697659 -1.025407 -6.098907 0.0 0.0 0.2 0.41
H -0.223780 0.731887 -4.631317 -0.1 -0.1 0.0 0.18
N 1.223163 -4.145109 0.575169 -0.2 0.0 -0.1 0.31
C 0.262042 -5.112416 0.713383 0.0 0.1 -0.1 -0.56
C -0.019957 -5.614056 -0.537630 -0.1 -0.1 0.3 -0.49
C 0.804390 -4.929277 -1.462168 0.2 0.3 -0.1 -0.65
C 1.563826 -4.030149 -0.747494 -0.1 0.0 0.0 -0.33
H 1.619696 -3.601805 1.330956 0.1 -0.4 -0.3 0.14
H -0.139007 -5.359206 1.687276 0.1 0.0 -0.2 0.40
H -0.740596 -6.390263 -0.760145 0.1 0.1 0.1 0.41
H 0.840648 -5.076656 -2.533825 0.0 0.0 0.2 0.40
H 2.314527 -3.319363 -1.066236 -0.1 -0.1 0.0 0.42
N 7.536468 -3.927034 -5.269802 0.0 0.0 0.0 0.01
C 7.046031 -2.864358 -4.556550 0.0 0.0 0.1 -0.61
C 8.081105 -2.331144 -3.821361 -0.4 0.1 0.0 0.29
C 9.237850 -3.095532 -4.105785 0.2 -0.3 -0.2 -0.99
C 8.873481 -4.072329 -5.005249 0.0 0.1 0.1 -0.43
H 6.996562 -4.511906 -5.894349 0.2 0.2 0.2 0.20
H 6.004940 -2.580307 -4.631784 0.1 -0.1 0.0 0.35
H 8.010927 -1.482502 -3.153372 0.1 -0.1 -0.2 0.53
H 10.229992 -2.948807 -3.698834 -0.2 0.0 -0.1 0.39
H 9.449338 -4.857071 -5.477409 -0.1 0.2 0.1 0.38
N -3.601041 -2.172781 4.829768 0.0 0.0 0.0 0.03
C -2.570548 -2.542957 5.654140 0.2 0.0 0.0 -0.56
C -2.872625 -2.120015 6.929316 0.3 -0.1 -0.2 -0.52
C -4.132398 -1.477328 6.873059 -0.3 0.2 -0.2 -0.42
C -4.560500 -1.526935 5.565311 -0.1 0.1 0.1 -0.52
H -3.646824 -2.349367 3.834603 0.0 0.0 0.4 0.22
H -1.712103 -3.072807 5.263570 -0.1 0.1 0.1 0.46
H -2.253179 -2.260366 7.805623 -0.1 0.0 -0.1 0.52
H -4.669783 -1.027390 7.697834 0.1 -0.1 -0.2 0.40
H -5.462731 -1.157763 5.096209 0.1 -0.1 0.1 0.39
N -0.614793 0.793457 7.537758 0.0 0.0 0.0 0.10
C -0.024303 0.293854 8.669242 0.1 0.0 0.0 -0.22
C 1.040481 1.106742 8.988067 -0.2 -0.3 0.1 -0.61
C 1.090301 2.136218 8.018048 -0.1 0.2 -0.3 -0.37
C 0.054982 1.919966 7.136409 0.1 0.0 0.0 -0.54
H -1.419413 0.393991 7.072306 0.2 0.0 0.2 0.17
H -0.410328 -0.595830 9.148471 0.1 0.2 -0.1 0.34
H 1.708387 0.973422 9.829171 -0.1 0.0 -0.1 0.37
H 1.804124 2.948298 7.968383 -0.1 -0.1 0.0 0.38
H -0.260807 2.469060 6.259404 0.1 0.0 0.2 0.37
N -4.744978 3.548302 -1.570697 0.0 -0.1 -0.1 0.38
C -5.017934 4.196887 -2.746864 0.0 0.0 -0.2 -0.51
C -5.709654 5.349168 -2.446912 0.1 -0.2 -0.3 -0.45
C -5.853783 5.400266 -1.039838 0.2 -0.1 0.4 -0.40
C -5.246348 4.277416 -0.523927 0.0 0.2 0.2 -0.64
H -4.250201 2.669674 -1.487986 -0.3 0.4 -0.1 0.04
H -4.698838 3.783275 -3.694131 -0.1 0.1 0.1 0.42
H -6.070333 6.075170 -3.163963 0.1 -0.1 0.1 0.44
H -6.346963 6.173277 -0.464763 0.1 -0.2 -0.1 0.37
H -5.129428 3.935094 0.495637 -0.1 0.1 -0.2 0.35
N -8.247371 3.237944 -1.414903 -0.2 -0.2 -0.1 0.11
C -8.728484 2.353309 -0.485123 0.0 0.1 0.0 -0.41
C -10.102603 2.442721 -0.483661 0.2 -0.2 0.2 -0.51
C -10.463166 3.411150 -1.450812 0.1 0.2 -0.2 -0.61
C -9.298270 3.883791 -2.012563 0.0 0.0 0.0 -0.28
H -7.269925 3.389764 -1.627459 -0.4 0.0 0.1 0.35
H -8.053611 1.738718 0.095427 -0.1 0.1 -0.1 0.33
H -10.772954 1.871240 0.145121 0.1 0.1 -0.1 0.38
H -11.464766 3.729035 -1.710094 0.2 0.0 0.0 0.38
H -9.127610 4.623383 -2.783435 0.0 -0.1 0.1 0.36
```
Forces are in eV/Å.

- HOMO level: -9.238 eV
- Kohn-Sham gap: 0.18449 hartree
- Total charge: +1